#P
# C4H8N

A gas-phase ion, C4H8N (charge +1) (ωB97M-V with the def2-TZVPD basis set, the OMol25 dataset).

**Total charge**: +1
**SMILES**: C=[NH+]/C=C/C
**Lowest unoccupied orbital energy**: -5.28 eV
**2S+1**: 1
**HOMO-LUMO gap**: 9.31 eV

```
13
C4H8N, DFT ωB97M-V with the def2-TZVPD basis set
C 2.33791 -0.55984 0.35537
C 0.91630 -0.28260 0.66854
C 0.06427 0.03050 -0.30509
N -1.30325 0.29805 0.04768
C -2.17921 0.56608 -0.83345
H 2.74307 -0.22230 -0.59206
H 2.99132 -0.16625 1.13732
H 2.55134 -1.63359 0.38254
H 0.63880 -0.24763 1.71347
H 0.24865 0.24428 -1.34083
H -1.59504 0.24444 1.02089
H -3.22784 0.70949 -0.59389
H -1.99909 0.66790 -1.89754
```

#Q
# C4H8N

2 unconnected molecules or ions with the total composition C4H8N (ωB97M-V with the def2-TZVPD basis set, the OMol25 dataset).

**Total charge**: +1
**Lowest unoccupied orbital energy**: -4.96 eV
**2S+1**: 1
**HOMO-LUMO gap**: 10.86 eV

```
13
C4H8N, DFT ωB97M-V with the def2-TZVPD basis set
C 1.79967 0.00417 -0.25875
C 0.71995 -0.53533 0.56264
C 0.60134 0.84880 0.12905
C -1.75457 -0.00431 0.06910
N -0.28858 -0.13580 -0.33100
H 2.67887 0.18915 0.34548
H 1.88301 -0.45606 -1.34138
H 0.55093 -1.16821 1.51599
H 0.35485 1.87340 0.30133
H -1.59160 0.82590 0.77281
H -2.46718 0.38697 -0.61626
H -2.25408 -0.99388 0.53563
H -0.23262 -0.83480 -1.68465
```

#R
# C4H8N

A molecular structure, C4H8N (ωB97M-V with the def2-TZVPD basis set, the OMol25 dataset).

**Total charge**: +1
**Lowest unoccupied orbital energy (spin up / spin down)**: -6.66 / -5.09 eV
**2S+1**: 1
**HOMO-LUMO gap (spin up / spin down)**: 6.92 / 9.79 eV

```
13
C4H8N, DFT ωB97M-V with the def2-TZVPD basis set
C -0.58107 -0.85544 -0.09301
C -0.01238 0.46776 -0.08469
C -1.95102 -0.09771 0.01098
C 2.75167 0.14091 0.02829
N -1.15890 1.12434 -0.06366
H -0.24389 -1.47591 0.74245
H -0.52572 -1.66359 -0.76117
H -2.63547 -0.34642 -0.82696
H -2.43976 -0.04398 1.10330
H 3.40118 -0.05359 0.90754
H 2.33437 -0.40457 -0.74910
H 2.57734 1.15814 -0.24842
H -1.51634 2.05008 0.03447
```

Relative energies, kcal/mol: #P 0.0; #Q 101.2; #R 121.0.

#P
# C4H8N3S

2 unconnected molecules or ions with the total composition C4H8N3S (ωB97M-V with the def2-TZVPD basis set, the OMol25 dataset).

**Total charge**: +1
**Lowest unoccupied orbital energy**: -6.34 eV
**2S+1**: 1
**HOMO-LUMO gap**: 6.62 eV

```
16
C4H8N3S, DFT ωB97M-V with the def2-TZVPD basis set
C -1.34450 -1.73835 1.44314
C -0.43052 -0.12684 0.27776
C 1.63333 1.19409 -1.59003
C 0.91424 0.11493 -2.03833
N -1.40972 -0.70583 2.23788
N -0.83119 0.28554 1.50905
N -0.80766 -1.44459 0.29506
S -0.66363 1.85774 2.24652
H -1.79865 -2.70960 1.55961
H 2.27420 0.91067 -0.79953
H 1.01137 2.04859 -1.18970
H 2.26202 1.64460 -2.39622
H 1.41785 -0.81987 -2.10462
H -0.09147 0.06143 -2.18985
H -0.73255 -1.91993 -0.57054
H -1.40310 1.34743 3.30980
```

#Q
# C4H8N3S

A gas-phase ion, C4H8N3S (charge +1) (ωB97M-V with the def2-TZVPD basis set, the OMol25 dataset).

**Total charge**: +1
**Lowest unoccupied orbital energy (spin up / spin down)**: -6.07 / -6.07 eV
**2S+1**: 1
**HOMO-LUMO gap (spin up / spin down)**: 7.85 / 7.85 eV

```
16
C4H8N3S, DFT ωB97M-V with the def2-TZVPD basis set
C -0.81579 1.24388 -0.10419
C 0.56074 1.27568 0.74682
C -1.20521 -1.18355 -0.12056
C 2.01093 -0.91929 -0.41809
N 0.01426 -1.74107 0.52843
N 1.10415 -1.64351 0.09713
N -1.12853 0.08996 -0.83921
S 2.14327 0.82978 -0.14452
H -1.56827 1.50813 0.65948
H -0.84835 2.09071 -0.74195
H 0.57664 2.29668 1.27710
H 0.46225 0.43162 1.34555
H -1.79960 -2.06089 -0.49884
H -1.80454 -0.83879 0.89181
H 2.97517 -1.36955 -0.88774
H -0.67712 -0.00980 -1.79123
```

Relative energies, kcal/mol: #P 21.6; #Q 0.0.

#P
# C6H27NO7

7 unconnected molecules or ions with the total composition C6H27NO7 (ωB97M-V with the def2-TZVPD basis set, the OMol25 dataset).

**SMILES**: CCN[C@@H](CC)CO.O.O.O.O.O.O
**Lowest unoccupied orbital energy**: 0.47 eV
**2S+1**: 1
**HOMO-LUMO gap**: 10.12 eV

```
41
C6H27NO7, DFT ωB97M-V with the def2-TZVPD basis set
C 1.22836 1.44811 -2.03283
C 1.64377 0.90483 -0.57773
N 0.44417 0.59696 0.20363
C -1.53616 -2.36195 1.46427
C -1.10762 -0.93484 1.20908
C -0.02209 -0.82153 0.18266
C -0.47591 -1.23546 -1.28969
O -0.35108 -2.59690 -1.59070
H 2.22824 1.59430 -2.52576
H 0.55462 2.30936 -2.29927
H 0.84618 0.50881 -2.67908
H 2.28548 0.08677 -0.75787
H 2.23101 1.73676 -0.09473
H -0.25115 1.30538 0.16562
H -2.20557 -2.39815 2.28682
H -0.74606 -2.97223 1.53725
H -2.14557 -2.77637 0.71217
H -0.67122 -0.34395 2.02711
H -1.97059 -0.33939 0.90598
H 0.79500 -1.57428 0.60621
H -1.48335 -1.09960 -1.47859
H 0.15430 -0.87505 -2.03368
H -0.66456 -3.04452 -0.75436
H -1.63042 3.13193 2.37916
H -0.53783 2.03513 1.96728
O -1.16168 2.76457 1.77435
H -3.35857 1.19884 -2.09112
H -2.80792 0.17014 -2.77239
O -3.65042 0.40540 -2.55172
H -1.80098 4.04886 -0.07293
H -1.46162 2.53199 -0.12601
O -1.89621 3.24991 -0.57266
H 1.26373 0.97444 1.86342
H 2.19245 0.95989 3.01130
O 1.50891 1.46638 2.68889
H 3.03761 -1.33537 2.52323
H 2.33244 -0.51073 1.32730
O 3.10030 -0.63511 1.92379
H 1.29087 -2.90374 -1.15449
H 2.50176 -2.70002 -2.01675
O 2.26649 -2.89086 -1.12393
```

#Q
# C6H27NO7

7 unconnected molecules or ions with the total composition C6H27NO7 (ωB97M-V with the def2-TZVPD basis set, the OMol25 dataset).

**SMILES**: CCCN(C)CCO.O.O.O.O.O.O
**Lowest unoccupied orbital energy**: 0.48 eV
**2S+1**: 1
**HOMO-LUMO gap**: 9.09 eV

```
41
C6H27NO7, DFT ωB97M-V with the def2-TZVPD basis set
C 0.04123 -0.03984 1.93989
C 0.54510 1.02010 2.93112
C -0.29005 0.58233 0.59070
N -0.70501 -0.26733 -0.55865
C -2.01840 0.09966 -1.14219
C -0.63153 -1.75207 -0.34790
C -1.94775 -2.37559 0.22347
O -2.22030 -3.43032 -0.72884
H -0.78245 -0.55157 2.46313
H 0.64012 -0.94817 1.86863
H 1.51345 0.72441 3.30027
H 0.44372 2.06037 2.63978
H -0.12763 1.18831 3.77593
H 0.61715 1.02924 0.21313
H -0.99447 1.35991 0.86876
H -2.25389 -0.63326 -1.91838
H -1.91150 1.13377 -1.46184
H -2.82135 0.08429 -0.40339
H 0.16478 -1.83857 0.38912
H -0.43011 -2.21359 -1.31705
H -1.76159 -2.84292 1.19443
H -2.86837 -1.79196 0.19149
H -2.31670 -4.28968 -0.32615
H 2.52837 2.63178 0.54593
H 2.81746 3.37131 1.82444
O 2.12222 2.89791 1.37947
H -0.72140 1.33898 -2.57322
H -0.32609 0.08393 -3.26883
O -0.02386 0.98488 -3.12194
H 2.01803 0.63354 -0.57889
H 3.38350 -0.22975 -0.38298
O 2.53943 0.05185 -0.03249
H -2.61810 0.46032 3.31015
H -2.23495 0.32114 1.77259
O -2.70174 0.82607 2.43053
H 2.89056 2.46109 -3.25994
H 1.71090 1.46964 -2.69036
O 2.63404 1.65095 -2.82663
H 2.55011 -1.46566 -2.86676
H 1.36061 -1.73602 -1.83554
O 2.18648 -2.05947 -2.21097
```

Relative energies, kcal/mol: #P 12.2; #Q 0.0.